1.
A cluster of 5 separate species, C17H50BN2O18P4 in total in a non-equilibrium geometry, computed with ωB97M-V/def2-TZVPD.

Summary:
charge = +1
spin multiplicity = 1

Each atom is followed by the atoms it is bonded to, with distances in Å.
CARTESIAN COORDINATES (ANGSTROEM)
1 O -3.439 -6.601 2.087  B2 1.392, H11 0.970
2 B -2.776 -5.448 1.673  O1 1.392, O3 1.367, C4 1.606
3 O -2.274 -4.642 2.657  B2 1.367, H12 0.966
4 C -2.662 -5.196 0.091  B2 1.606, N5 1.503, H13 1.100, H14 1.104
5 N -1.302 -4.922 -0.487  C4 1.503, C6 1.492, C10 1.506, H15 1.020
6 C -0.134 -5.575 0.173  N5 1.492, C7 1.540, H16 1.098, H17 1.104
7 C 0.608 -4.721 1.218  C6 1.540, N8 1.459, H18 1.102, H19 1.106
8 N 0.701 -3.303 0.883  C7 1.459, C9 1.463, H20 1.011
9 C -0.578 -2.701 0.503  N8 1.463, C10 1.531, H21 1.095, H22 1.097
10 C -1.075 -3.454 -0.734  N5 1.506, C9 1.531, H23 1.105, H24 1.095
11 H -4.216 -6.680 1.511  O1 0.970
12 H -2.960 -4.294 3.241  O3 0.966
13 H -3.127 -6.030 -0.456  C4 1.100
14 H -3.299 -4.324 -0.139  C4 1.104
15 H -1.322 -5.309 -1.430  N5 1.020
16 H -0.348 -6.591 0.528  C6 1.098
17 H 0.599 -5.733 -0.637  C6 1.104
18 H 1.641 -5.104 1.240  C7 1.102
19 H 0.234 -4.884 2.245  C7 1.106
20 H 1.106 -2.759 1.633  N8 1.011
21 H -0.446 -1.657 0.198  C9 1.095
22 H -1.331 -2.681 1.301  C9 1.097
23 H -0.243 -3.430 -1.461  C10 1.105
24 H -1.922 -2.991 -1.251  C10 1.095
25 C -4.483 -0.117 2.862  O26 1.424, H33 1.090, H34 1.087, H35 1.092
26 O -4.266 0.268 1.508  C25 1.424, P27 1.684
27 P -2.718 0.760 1.066  O26 1.684, O28 1.510, O29 1.643, O31 1.689
28 O -2.100 -0.570 1.423  P27 1.510
29 O -2.618 1.822 2.316  P27 1.643, C30 1.438
30 C -3.475 2.977 2.325  O29 1.438, H36 1.089, H37 1.091, H38 1.090
31 O -1.249 1.293 0.423  P27 1.689, C32 1.439
32 C -1.009 2.694 0.207  O31 1.439, H39 1.090, H40 1.088, H41 1.090
33 H -5.046 -1.051 2.856  C25 1.090
34 H -3.557 -0.258 3.413  C25 1.087
35 H -5.087 0.646 3.358  C25 1.092
36 H -3.993 3.019 3.282  C30 1.089
37 H -4.215 2.945 1.523  C30 1.091
38 H -2.870 3.877 2.217  C30 1.090
39 H -0.677 3.154 1.139  C32 1.090
40 H -1.895 3.201 -0.169  C32 1.088
41 H -0.209 2.793 -0.526  C32 1.090
42 C -1.347 -0.546 -3.024  O43 1.412, H50 1.091, H51 1.089, H52 1.095
43 O -0.641 -0.173 -4.188  C42 1.412, P44 1.679
44 P -1.525 0.038 -5.599  O43 1.679, O45 1.490, O46 1.655, O48 1.676
45 O -2.413 1.149 -5.155  P44 1.490
46 O -2.250 -1.441 -5.450  P44 1.655, C47 1.429
47 C -1.436 -2.616 -5.447  O46 1.429, H53 1.092, H54 1.092, H55 1.090
48 O -1.898 0.124 -7.231  P44 1.676, C49 1.433
49 C -1.609 -0.967 -8.113  O48 1.433, H56 1.091, H57 1.089, H58 1.088
50 H -1.006 0.079 -2.197  C42 1.091
51 H -2.426 -0.443 -3.130  C42 1.089
52 H -1.106 -1.587 -2.787  C42 1.095
53 H -1.688 -3.214 -4.569  C47 1.092
54 H -0.371 -2.378 -5.417  C47 1.092
55 H -1.646 -3.205 -6.340  C47 1.090
56 H -2.408 -1.707 -8.055  C49 1.091
57 H -0.650 -1.429 -7.883  C49 1.089
58 H -1.576 -0.582 -9.130  C49 1.088
59 C 1.496 0.182 -0.163  O60 1.421, H67 1.093, H68 1.089, H69 1.095
60 O 2.404 1.272 -0.242  C59 1.421, P61 1.709
61 P 3.564 1.225 -1.496  O60 1.709, O62 1.500, O63 1.649, O65 1.682
62 O 2.526 1.210 -2.578  P61 1.500
63 O 4.009 -0.310 -1.092  P61 1.649, C64 1.434
64 C 4.664 -0.538 0.163  O63 1.434, H70 1.090, H71 1.092, H72 1.090
65 O 4.839 1.412 -2.578  P61 1.682, C66 1.434
66 C 6.184 1.102 -2.193  O65 1.434, H73 1.091, H74 1.089, H75 1.088
67 H 0.489 0.588 -0.036  C59 1.093
68 H 1.520 -0.453 -1.047  C59 1.089
69 H 1.740 -0.421 0.718  C59 1.095
70 H 4.135 -1.330 0.694  C64 1.090
71 H 4.679 0.357 0.788  C64 1.092
72 H 5.688 -0.866 -0.017  C64 1.090
73 H 6.359 0.031 -2.300  C66 1.091
74 H 6.394 1.418 -1.172  C66 1.089
75 H 6.860 1.626 -2.867  C66 1.088
76 C 2.120 7.046 5.915  O77 1.424, H84 1.089, H85 1.087, H86 1.093
77 O 1.610 5.753 5.601  C76 1.424, P78 1.675
78 P 2.537 4.762 4.619  O77 1.675, O79 1.490, O80 1.651, O82 1.682
79 O 3.743 4.623 5.483  P78 1.490
80 O 2.718 5.936 3.473  P78 1.651, C81 1.431
81 C 1.555 6.469 2.831  O80 1.431, H87 1.090, H88 1.092, H89 1.091
82 O 2.943 3.552 3.523  P78 1.682, C83 1.431
83 C 2.314 3.482 2.239  O82 1.431, H90 1.092, H91 1.090, H92 1.088
84 H 1.998 7.202 6.985  C76 1.089
85 H 3.169 7.159 5.653  C76 1.087
86 H 1.532 7.800 5.386  C76 1.093
87 H 1.581 7.556 2.906  C81 1.090
88 H 0.632 6.106 3.286  C81 1.092
89 H 1.566 6.194 1.775  C81 1.091
90 H 2.816 4.163 1.548  C83 1.092
91 H 1.253 3.723 2.301  C83 1.090
92 H 2.426 2.472 1.850  C83 1.088

So, what does the Löwdin scheme give us? The charges, in e, come out as:
1. O 0.167
2. B -0.609
3. O 0.171
4. C 0.016
5. N -0.088
6. C -0.075
7. C -0.182
8. N -0.036
9. C -0.191
10. C -0.094
11. H 0.112
12. H 0.133
13. H 0.134
14. H 0.138
15. H 0.178
16. H 0.151
17. H 0.142
18. H 0.131
19. H 0.118
20. H 0.119
21. H 0.093
22. H 0.101
23. H 0.141
24. H 0.130
25. C -0.116
26. O -0.301
27. P 0.716
28. O -0.273
29. O -0.267
30. C -0.103
31. O -0.289
32. C -0.082
33. H 0.092
34. H 0.086
35. H 0.088
36. H 0.093
37. H 0.091
38. H 0.084
39. H 0.076
40. H 0.093
41. H 0.099
42. C -0.124
43. O -0.277
44. P 0.648
45. O -0.245
46. O -0.272
47. C -0.135
48. O -0.214
49. C -0.110
50. H 0.085
51. H 0.093
52. H 0.055
53. H 0.074
54. H 0.090
55. H 0.082
56. H 0.089
57. H 0.084
58. H 0.093
59. C -0.128
60. O -0.324
61. P 0.689
62. O -0.253
63. O -0.275
64. C -0.116
65. O -0.222
66. C -0.110
67. H 0.056
68. H 0.088
69. H 0.084
70. H 0.084
71. H 0.087
72. H 0.085
73. H 0.089
74. H 0.085
75. H 0.092
76. C -0.114
77. O -0.297
78. P 0.633
79. O -0.245
80. O -0.271
81. C -0.131
82. O -0.223
83. C -0.115
84. H 0.097
85. H 0.091
86. H 0.083
87. H 0.089
88. H 0.084
89. H 0.079
90. H 0.094
91. H 0.066
92. H 0.068

---

2.
A cluster of 12 separate species, C17H50BrF7IO13S2 in total in a non-equilibrium geometry, computed with ωB97M-V/def2-TZVPD.

Summary:
charge = +1
spin multiplicity = 1

Each atom is followed by the atoms it is bonded to, with distances in Å.
CARTESIAN COORDINATES (ANGSTROEM)
1 O 0.913 1.636 0.591  S2 1.430
2 S 2.153 1.487 -0.104  O1 1.430, O3 1.435, S4 2.175, C10 1.887
3 O 3.033 2.592 -0.357  S2 1.435
4 S 3.464 0.030 0.839  S2 2.175, I5 2.370, C6 1.798
5 I 5.014 1.452 1.930  S4 2.370
6 C 2.499 -0.853 2.074  S4 1.798, C7 1.514, H20 1.077, H21 1.081
7 C 2.376 -0.198 3.433  C6 1.514, C8 1.511, H22 1.086, H23 1.084
8 C 1.440 0.985 3.524  C7 1.511, Br9 1.935, H24 1.077, H25 1.077
9 Br 1.398 1.522 5.383  C8 1.935
10 C 1.742 0.827 -1.824  S2 1.887, F11 1.358, F12 1.358, C13 1.579
11 F 1.038 1.894 -2.283  C10 1.358
12 F 2.893 0.684 -2.530  C10 1.358
13 C 0.866 -0.483 -1.921  C10 1.579, F14 1.349, F15 1.350, C16 1.551
14 F 0.649 -1.014 -0.700  C13 1.349
15 F -0.321 -0.167 -2.480  C13 1.350
16 C 1.525 -1.599 -2.773  C13 1.551, F17 1.344, F18 1.347, F19 1.348
17 F 1.556 -1.220 -4.062  C16 1.344
18 F 2.772 -1.858 -2.335  C16 1.347
19 F 0.763 -2.702 -2.632  C16 1.348
20 H 3.021 -1.786 2.203  C6 1.077
21 H 1.535 -1.109 1.657  C6 1.081
22 H 1.986 -0.970 4.088  C7 1.086
23 H 3.344 0.080 3.835  C7 1.084
24 H 0.426 0.714 3.283  C8 1.077
25 H 1.772 1.856 2.984  C8 1.077
26 C -0.744 -1.836 5.718  O27 1.434, H28 1.080, H29 1.093, H30 1.093
27 O 0.679 -1.703 5.608  C26 1.434, H31 0.958
28 H -1.141 -1.940 4.719  C26 1.080
29 H -1.017 -2.714 6.310  C26 1.093
30 H -1.177 -0.943 6.176  C26 1.093
31 H 1.037 -1.597 6.490  O27 0.958
32 C -2.740 0.308 3.177  O33 1.433, H34 1.084, H35 1.092, H36 1.093
33 O -1.534 -0.427 2.930  C32 1.433, H37 0.959
34 H -3.097 0.009 4.156  C32 1.084
35 H -2.549 1.383 3.192  C32 1.092
36 H -3.503 0.085 2.427  C32 1.093
37 H -1.194 -0.173 2.071  O33 0.959
38 C 0.052 -4.527 1.555  O39 1.442, H40 1.087, H41 1.088, H42 1.090
39 O 0.343 -3.355 0.767  C38 1.442, H43 0.959
40 H 0.591 -4.434 2.494  C38 1.087
41 H -1.013 -4.590 1.770  C38 1.088
42 H 0.382 -5.431 1.044  C38 1.090
43 H -0.130 -3.420 -0.064  O39 0.959
44 C 1.127 4.110 -4.796  O45 1.428, H46 1.085, H47 1.092, H48 1.094
45 O -0.218 4.064 -4.316  C44 1.428, H49 0.958
46 H 1.110 4.561 -5.783  C44 1.085
47 H 1.755 4.717 -4.141  C44 1.092
48 H 1.554 3.106 -4.877  C44 1.094
49 H -0.206 3.679 -3.439  O45 0.958
50 C -0.391 -8.535 1.303  O51 1.427, H52 1.087, H53 1.094, H54 1.092
51 O 0.614 -7.992 2.159  C50 1.427, H55 0.958
52 H -1.314 -8.004 1.521  C50 1.087
53 H -0.144 -8.393 0.247  C50 1.094
54 H -0.548 -9.599 1.491  C50 1.092
55 H 1.432 -8.456 1.979  O51 0.958
56 C -2.551 2.846 -1.086  O57 1.427, H58 1.085, H59 1.095, H60 1.094
57 O -1.469 3.187 -0.221  C56 1.427, H61 0.957
58 H -3.382 3.496 -0.833  C56 1.085
59 H -2.300 3.005 -2.140  C56 1.095
60 H -2.866 1.806 -0.951  C56 1.094
61 H -0.725 2.622 -0.428  O57 0.957
62 C -3.981 3.491 -4.941  O63 1.425, H64 1.086, H65 1.096, H66 1.091
63 O -2.814 3.434 -5.756  C62 1.425, H67 0.962
64 H -4.838 3.600 -5.598  C62 1.086
65 H -4.102 2.576 -4.351  C62 1.096
66 H -3.944 4.347 -4.266  C62 1.091
67 H -2.053 3.354 -5.173  O63 0.962
68 C -3.724 1.526 7.307  O69 1.429, H70 1.086, H71 1.092, H72 1.092
69 O -2.666 1.241 6.390  C68 1.429, H73 0.958
70 H -4.292 0.608 7.431  C68 1.086
71 H -3.339 1.834 8.281  C68 1.092
72 H -4.390 2.302 6.924  C68 1.092
73 H -2.155 2.043 6.273  O69 0.958
74 C 5.795 -3.701 2.164  O75 1.432, H76 1.087, H77 1.092, H78 1.090
75 O 4.455 -3.539 2.643  C74 1.432, H79 0.959
76 H 5.822 -3.340 1.139  C74 1.087
77 H 6.495 -3.117 2.766  C74 1.092
78 H 6.099 -4.748 2.176  C74 1.090
79 H 4.427 -3.863 3.546  O75 0.959
80 C 2.028 -1.823 -7.919  O81 1.427, H82 1.086, H83 1.093, H84 1.093
81 O 2.475 -2.449 -6.716  C80 1.427, H85 0.956
82 H 2.172 -2.539 -8.721  C80 1.086
83 H 0.968 -1.562 -7.868  C80 1.093
84 H 2.607 -0.924 -8.144  C80 1.093
85 H 2.359 -1.829 -5.999  O81 0.956
86 C -4.487 8.033 -5.060  O87 1.426, H88 1.086, H89 1.093, H90 1.093
87 O -4.358 6.837 -4.295  C86 1.426, H91 0.959
88 H -5.440 8.481 -4.791  C86 1.086
89 H -3.690 8.745 -4.835  C86 1.093
90 H -4.488 7.825 -6.133  C86 1.093
91 H -3.517 6.438 -4.526  O87 0.959

So, what does the Löwdin scheme give us? The charges, in e, come out as:
1. O -0.261
2. S 0.568
3. O -0.326
4. S 0.537
5. I 0.891
6. C -0.422
7. C -0.377
8. C -0.606
9. Br 0.731
10. C -0.410
11. F 0.117
12. F 0.131
13. C -0.344
14. F 0.131
15. F 0.178
16. C -0.501
17. F 0.185
18. F 0.178
19. F 0.193
20. H 0.068
21. H 0.087
22. H 0.090
23. H 0.049
24. H 0.037
25. H 0.033
26. C -0.122
27. O -0.175
28. H 0.059
29. H 0.083
30. H 0.066
31. H 0.072
32. C -0.119
33. O -0.150
34. H 0.066
35. H 0.083
36. H 0.081
37. H 0.056
38. C -0.113
39. O -0.154
40. H 0.081
41. H 0.083
42. H 0.070
43. H 0.057
44. C -0.128
45. O -0.126
46. H 0.087
47. H 0.082
48. H 0.070
49. H 0.046
50. C -0.159
51. O -0.133
52. H 0.076
53. H 0.075
54. H 0.077
55. H 0.071
56. C -0.135
57. O -0.120
58. H 0.088
59. H 0.061
60. H 0.079
61. H 0.007
62. C -0.155
63. O -0.125
64. H 0.084
65. H 0.072
66. H 0.054
67. H 0.026
68. C -0.139
69. O -0.148
70. H 0.079
71. H 0.077
72. H 0.078
73. H 0.066
74. C -0.132
75. O -0.138
76. H 0.076
77. H 0.079
78. H 0.083
79. H 0.082
80. C -0.150
81. O -0.125
82. H 0.079
83. H 0.077
84. H 0.076
85. H 0.028
86. C -0.152
87. O -0.135
88. H 0.077
89. H 0.075
90. H 0.078
91. H 0.055

---

Number 1: gap between HOMO and LUMO 6.35 eV, HOMO energy -11.2 eV. Number 2: gap between HOMO and LUMO 5.48 eV, HOMO energy -11.4 eV.